1.
Formula: C3H33NO14
Source: the Open Molecules 2025 dataset
Level of theory: the ωB97M-V functional and the def2-TZVPD basis

Results
* Kohn-Sham gap: 8.90 eV
* energy: -1242.09934 Ha
* HOMO level: -0.32709 Ha

Structure (ORCA input):
```
! wB97M-V def2-TZVPD RIJCOSX def2/J DEFGRID3
* xyz 0 1
C -0.78 -2.06 0.36
C 0.02 -2.55 1.65
O 1.36 -2.78 1.40
N -0.25 -0.75 -0.10
C -0.18 -0.55 -1.60
O -0.54 0.73 -1.83
H -0.79 -2.70 -0.48
H -1.85 -2.05 0.61
H -0.44 -3.56 2.08
H -0.02 -1.82 2.33
H 1.98 -1.97 1.23
H -0.65 0.08 0.37
H 0.85 -0.80 -1.99
H -0.91 -1.13 -2.16
H 0.11 1.49 -1.69
H 1.63 -0.37 0.04
H 3.04 -0.51 -0.40
O 2.48 -0.49 0.33
H -1.84 2.90 0.66
H -2.33 1.91 -0.41
O -2.32 2.83 -0.26
H 3.81 1.42 0.37
H 3.78 2.91 -0.06
O 4.35 2.10 0.04
H -3.90 0.06 2.23
H -2.97 -0.42 1.24
O -3.07 -0.12 2.04
H 1.37 -0.28 2.21
H 2.17 0.51 3.26
O 1.30 0.36 2.89
H -1.69 1.13 1.75
H -0.28 0.63 2.08
O -0.76 1.27 1.41
H 3.71 0.99 -2.03
H 2.14 0.73 -2.13
O 3.04 0.26 -2.17
H 1.62 -2.62 -1.32
H 0.89 -3.91 -1.69
O 0.99 -3.03 -2.03
H 0.48 3.59 1.41
H 1.14 2.30 1.66
O 1.31 3.17 1.38
H 0.08 3.33 -1.18
H 1.32 2.62 -0.42
O 0.82 2.82 -1.34
H -4.36 -2.47 -1.82
H -3.11 -1.78 -1.60
O -3.50 -2.50 -2.10
H -2.37 0.63 -1.75
H -3.88 0.21 -1.44
O -3.00 0.27 -1.03
*
```

Atom charges from the Mulliken analysis, given in e for atoms 1 to 2:
1. C -0.919
2. C -0.827

***

2.
Formula: H3N2OS
Source: the Open Molecules 2025 dataset
Level of theory: the ωB97M-V functional and the def2-TZVPD basis

Results
* Kohn-Sham gap: 7.27 eV
* energy: -584.65457 Ha
* HOMO level: -0.11447 Ha

Structure (ORCA input):
```
! wB97M-V def2-TZVPD RIJCOSX def2/J DEFGRID3
* xyz -1 1
N -0.05 0.12 -1.22
N -0.94 0.93 -1.23
O 0.16 -0.89 -0.44
S -2.26 0.87 0.13
H 2.57 -0.45 1.32
H -1.46 0.00 0.68
H 1.98 -0.59 0.76
*
```

Atom charges from the Mulliken analysis, given in e for atoms 1 to 2:
1. N -0.094
2. N -0.048

***

3.
Formula: C20H52NNdO2P2Si4
Source: the Open Molecules 2025 dataset
Level of theory: the ωB97M-V functional and the def2-TZVPD basis

Results
* ⟨S²⟩: 3.756
* Kohn-Sham gap (alpha / beta): 6.27 / 6.21 eV
* energy: -3400.55321 Ha
* HOMO level (alpha / beta): -0.22183 / -0.21938 Ha

Structure (ORCA input):
```
! wB97M-V def2-TZVPD RIJCOSX def2/J DEFGRID3
* xyz 0 4
C -2.83 -1.61 -4.77
C -1.95 -1.14 -3.81
N -2.08 -1.41 -2.49
C -3.05 -2.29 -2.15
C -3.91 -2.85 -3.07
C -3.83 -2.49 -4.40
C -0.84 -0.22 -4.32
P 0.68 -0.14 -3.26
Nd -0.59 -0.17 -0.75
P -2.66 -1.54 0.57
C -3.28 -2.74 -0.70
O -1.69 2.51 -4.26
O -0.91 3.29 -1.69
H -2.69 -1.26 -5.79
H -4.67 -3.54 -2.69
H -4.52 -2.89 -5.13
C 1.71 -1.49 -3.91
C 1.55 1.39 -3.72
H -4.36 -2.87 -0.52
H -2.81 -3.72 -0.49
H -1.23 0.84 -4.41
H -0.53 -0.53 -5.33
C -2.32 -2.55 2.05
C -4.18 -0.62 0.98
H -1.48 2.55 -1.31
H -0.27 3.45 -0.96
H -1.43 2.83 -3.37
H -2.61 2.74 -4.40
H 0.03 -2.02 -0.78
H -1.99 1.23 -0.78
H 2.10 -1.32 -4.93
H 2.56 -1.63 -3.23
H 1.15 -2.43 -3.91
H 1.84 1.42 -4.78
H 0.93 2.27 -3.51
H 2.45 1.48 -3.11
H -4.96 -1.22 1.46
H -3.91 0.22 1.63
H -4.58 -0.17 0.06
H -3.22 -3.04 2.45
H -1.57 -3.31 1.81
H -1.90 -1.91 2.83
C 3.79 0.44 -0.43
Si 2.89 1.68 0.70
C 4.03 2.29 2.09
C 2.35 3.18 -0.31
Si 1.08 0.43 1.59
Si 1.97 -1.54 2.55
C 3.67 -1.07 3.24
C 0.90 -2.21 3.96
C 2.16 -2.85 1.20
Si -0.22 1.76 3.07
C 1.03 2.41 4.32
C -1.05 3.13 2.05
C -1.57 0.76 3.94
H 4.66 0.92 -0.91
H 3.12 0.08 -1.23
H 4.15 -0.43 0.13
H 4.95 2.72 1.66
H 3.54 3.08 2.68
H 4.33 1.49 2.77
H 1.80 2.90 -1.23
H 1.73 3.86 0.28
H 3.24 3.76 -0.64
H 3.60 -0.25 3.96
H 4.11 -1.93 3.77
H 4.37 -0.78 2.45
H -0.03 -2.68 3.58
H 1.45 -2.98 4.52
H 0.62 -1.43 4.67
H 1.18 -3.25 0.91
H 2.63 -2.44 0.30
H 2.78 -3.70 1.54
H 1.73 3.13 3.86
H 0.51 2.93 5.14
H 1.62 1.60 4.76
H -1.73 2.69 1.31
H -1.65 3.79 2.71
H -0.32 3.77 1.54
H -2.33 0.41 3.22
H -1.15 -0.11 4.46
H -2.08 1.37 4.69
*
```

Atom charges from the Mulliken analysis, given in e for atoms 1 to 2:
1. C -0.899
2. C 0.680

***

4.
Formula: C3H4NO2P
Source: the Open Molecules 2025 dataset
Level of theory: the ωB97M-V functional and the def2-TZVPD basis

Results
* SMILES: N#CP1OCCO1
* Kohn-Sham gap: 9.22 eV
* energy: -663.26115 Ha
* HOMO level: -0.37053 Ha

Structure (ORCA input):
```
! wB97M-V def2-TZVPD RIJCOSX def2/J DEFGRID3
* xyz 0 1
N -2.54 -1.79 -0.10
C -2.14 -0.71 -0.07
P -1.57 1.00 -0.04
O -0.18 0.39 1.46
C 1.00 0.29 0.76
C 0.70 0.03 -0.73
O -0.34 0.92 -1.07
H 1.57 -0.56 1.16
H 1.60 1.21 0.86
H 1.54 0.23 -1.38
H 0.36 -1.01 -0.86
*
```

Atom charges from the Mulliken analysis, given in e for atoms 1 to 2:
1. N -0.343
2. C 0.401

***

5.
Formula: C2H4ClNO
Source: the Open Molecules 2025 dataset
Level of theory: the ωB97M-V functional and the def2-TZVPD basis

Results
* Kohn-Sham gap: 9.05 eV
* energy: -668.64131 Ha
* HOMO level: -0.31152 Ha

Structure (ORCA input):
```
! wB97M-V def2-TZVPD RIJCOSX def2/J DEFGRID3
* xyz 0 1
C 0.01 -1.02 -1.74
C 1.07 1.54 1.43
N -0.90 -1.54 -2.38
O 0.73 0.27 1.56
Cl 0.41 0.70 -1.97
H 1.08 2.09 2.43
H 0.53 -1.38 -0.87
H -1.56 -1.17 -3.00
H 0.64 -0.20 0.72
*
```

Atom charges from the Mulliken analysis, given in e for atoms 1 to 2:
1. C 0.010
2. C -0.226

***

6.
Formula: C21H37N4Si
Source: the Open Molecules 2025 dataset
Level of theory: the ωB97M-V functional and the def2-TZVPD basis

Results
* SMILES: CC(C)Cn1nnc(CCCCCCCC[Si](C)(C)c2ccccc2)[nH+]1
* Kohn-Sham gap: 5.36 eV
* energy: -1330.03174 Ha
* HOMO level: -0.37055 Ha

Structure (ORCA input):
```
! wB97M-V def2-TZVPD RIJCOSX def2/J DEFGRID3
* xyz 1 1
C -0.17 1.50 4.48
C -0.07 2.53 3.20
C 1.31 3.42 3.35
C -1.43 3.45 2.96
N -2.34 2.66 2.04
N -2.63 2.83 0.68
N -3.51 1.85 0.16
C -3.74 1.04 1.43
C -4.65 -0.33 1.67
C -4.75 -1.18 0.26
C -3.85 -2.54 0.24
C -2.27 -2.30 -0.17
C -2.02 -1.94 -1.75
C -1.74 -0.36 -2.07
C -0.55 0.33 -1.19
C 0.85 0.60 -2.00
Si 1.91 -0.97 -2.35
C 1.41 -2.52 -1.28
C 1.58 -1.42 -4.23
C 3.82 -0.71 -1.99
C 4.31 0.50 -0.98
C 5.93 0.66 -0.66
C 6.98 -0.40 -1.40
C 6.50 -1.60 -2.44
C 4.86 -1.74 -2.73
N -2.99 1.59 2.63
H 0.23 0.45 4.12
H -1.26 1.36 4.91
H 0.48 1.93 5.38
H 0.03 1.85 2.22
H 1.61 4.00 2.36
H 2.19 2.65 3.56
H 1.29 4.17 4.25
H -1.16 4.47 2.42
H -1.96 3.68 3.98
H -4.03 -1.01 2.43
H -5.68 -0.12 2.19
H -4.44 -0.48 -0.64
H -5.91 -1.42 0.12
H -4.35 -3.27 -0.54
H -3.86 -3.08 1.30
H -1.83 -1.52 0.59
H -1.71 -3.33 0.04
H -3.04 -2.21 -2.31
H -1.20 -2.63 -2.27
H -1.39 -0.31 -3.21
H -2.73 0.27 -1.98
H -0.27 -0.22 -0.19
H -0.95 1.41 -0.86
H 0.63 1.21 -2.98
H 1.50 1.33 -1.31
H 0.87 -3.28 -2.02
H 0.59 -2.20 -0.50
H 2.35 -3.01 -0.76
H 1.27 -2.56 -4.26
H 0.71 -0.74 -4.63
H 2.55 -1.21 -4.89
H 3.58 1.26 -0.47
H 6.27 1.51 0.07
H 8.13 -0.23 -1.14
H 7.27 -2.33 -2.95
H 4.43 -2.57 -3.47
H -3.01 1.22 3.60
*
```

Atom charges from the Mulliken analysis, given in e for atoms 1 to 2:
1. C -1.006
2. C 0.916

***

Question: Among the records above, which one has the highest energy?
Answer: H3N2OS